# 1
25
Properties=species:S:1:pos:R:3:forces:R:3:lowdin_charge:R:1 method="wB97M-V/def2-TZVPD" total_charge=-1 gap_ev=6.67 relative_energy_kcal_mol=0.11
Ir 0.19837 -0.45130 0.67538 0.079 0.045 0.210 0.74
C 3.94933 1.59982 -1.02552 0.006 -0.029 0.000 -0.16
C 3.01680 0.66186 -0.29686 0.015 -0.054 0.050 -0.77
S 1.31343 0.94612 -0.63668 -0.001 -0.002 -0.056 0.56
C 3.41452 -0.32592 0.52129 0.002 0.087 -0.067 -0.83
C 4.86525 -0.60569 0.81303 -0.017 0.007 -0.008 -0.15
S 2.27320 -1.39481 1.31438 0.006 0.009 -0.035 0.45
H 3.37787 2.29612 -1.64059 -0.003 0.003 0.003 0.04
H 4.63060 1.05960 -1.68861 0.006 0.008 0.003 0.07
H 4.55512 2.19213 -0.33454 0.000 0.002 0.001 0.07
H 5.53380 0.03143 0.23247 -0.001 -0.004 0.002 0.05
H 5.10238 -1.64812 0.58673 0.010 -0.001 0.006 0.06
H 5.08290 -0.45188 1.87322 0.001 -0.008 0.003 0.07
C 0.03649 2.01341 2.41800 0.001 0.003 0.017 -0.09
C -0.38443 0.57772 2.20669 -0.018 -0.110 -0.100 -0.64
O -1.03969 -0.03777 3.02271 -0.023 0.021 0.060 -0.02
H -0.36955 2.38470 3.36022 0.010 0.012 0.002 0.07
H -0.30320 2.62248 1.57995 -0.003 -0.012 -0.003 0.06
H 1.12605 2.05869 2.42066 0.003 -0.004 0.008 0.07
C -2.04104 0.95508 -1.05802 -0.001 -0.038 -0.041 -0.12
C -1.61831 -0.14284 -0.09930 -0.058 0.006 -0.141 -0.64
O -2.43048 -1.00513 0.21282 -0.018 0.034 0.054 -0.07
H -3.12897 1.00012 -1.13355 -0.002 0.010 0.002 0.06
H -1.61981 0.71566 -2.03833 0.006 0.024 0.003 0.06
H -1.62696 1.91995 -0.76281 0.000 -0.007 0.029 0.05



# 2
21
Properties=species:S:1:pos:R:3:forces:R:3:lowdin_charge:R:1 method="wB97M-V/def2-TZVPD" total_charge=+1 gap_ev="7.64 / 6.99" relative_energy_kcal_mol=70.88
C 1.48458 1.14367 0.24719 3.504 0.509 -0.919 -0.01
C 1.22077 0.36989 -0.90541 -0.220 -1.043 1.065 -0.24
C 0.81028 0.64655 1.45185 -1.060 0.829 0.757 -0.07
C 2.02558 0.33339 -2.04453 -2.048 -2.230 0.318 0.12
C -1.64566 0.58346 0.96645 -2.399 1.083 -0.396 -0.01
C -1.40459 -0.76640 1.52911 0.303 2.480 1.153 0.03
C 0.06560 -0.57582 -0.46901 1.558 2.041 -1.074 -0.11
C -0.89340 -1.18343 -1.40214 1.448 0.204 -1.528 -0.02
N -0.37088 -0.02795 0.81423 1.259 -1.916 -1.474 -0.19
H 2.49363 1.72428 0.38341 -2.306 -0.904 -0.413 0.17
H 1.39581 -0.08202 2.05715 -0.417 0.491 -0.319 0.16
H 0.40835 1.51069 2.05036 0.534 -1.108 -0.065 0.15
H 1.98021 -0.49648 -2.82981 -0.068 1.575 1.220 0.11
H 2.79119 1.04114 -2.02514 1.233 0.900 -0.520 0.05
H -2.31663 0.60325 0.06219 0.988 0.105 1.044 0.16
H -1.65059 1.47924 1.56331 -0.035 0.088 0.101 0.13
H -1.17227 -0.95754 2.53190 0.035 -0.029 1.327 0.13
H -2.01327 -1.41631 1.03264 -0.557 -2.407 -1.370 0.10
H -1.88553 -1.19205 -0.97739 -0.369 -0.427 -0.381 0.06
H -0.49162 -2.20299 -1.68053 -0.893 0.861 0.205 0.13
H -0.83157 -0.53458 -2.35583 -0.492 -1.103 1.269 0.14



# 3
23
Properties=species:S:1:pos:R:3:forces:R:3:lowdin_charge:R:1 method="wB97M-V/def2-TZVPD" gap_ev=9.94 smiles=CC1(C)Cn2nccc2[C@H]1O relative_energy_kcal_mol=53.73
C 2.44696 0.87132 0.71673 -1.597 -0.926 -2.256 0.00
C 3.16594 -0.23326 0.24584 3.255 -0.268 0.856 -0.19
C 1.19886 0.60124 0.12987 -0.159 0.711 0.235 -0.18
C 0.08821 -1.24389 -0.89447 -2.396 2.638 1.211 -0.01
C -0.24002 1.10074 0.24757 1.655 -0.832 2.595 -0.29
C -1.02523 -0.26077 -0.03186 0.358 -0.088 -1.840 -0.33
C -2.34105 0.22448 -0.78912 0.985 0.299 -0.701 -0.04
C -1.19326 -1.03986 1.28116 1.175 3.116 -1.343 -0.03
N 2.49051 -1.14358 -0.42589 0.380 0.330 -0.393 0.08
N 1.30457 -0.56804 -0.55708 -0.770 0.224 1.288 -0.14
O -0.58300 2.23274 -0.49734 0.834 -0.488 -1.611 -0.03
H 2.81590 1.79439 1.08665 0.118 0.328 0.628 0.09
H 4.26213 -0.37440 0.38776 -1.074 -0.075 -0.029 0.11
H 0.04489 -2.28550 -0.58043 0.105 0.232 -0.126 0.12
H -0.17121 -1.04625 -1.89851 0.009 -0.558 -1.451 0.10
H -0.27009 1.49739 1.33215 -0.685 -1.059 -1.369 0.18
H -3.04363 0.87361 -0.28185 0.501 0.337 1.179 0.08
H -3.00073 -0.53665 -1.07351 -0.610 -1.811 -0.541 0.05
H -2.19548 0.83957 -1.71943 0.579 -0.842 0.764 0.09
H -1.96806 -0.46631 1.66597 -1.411 0.574 2.061 0.06
H -0.24155 -0.88174 1.76964 0.040 -0.138 0.748 0.09
H -1.41485 -2.04109 1.24579 -0.661 -2.298 -0.513 0.06
H -0.12980 2.08584 -1.35965 -0.630 0.597 0.605 0.12



# 4
23
Properties=species:S:1:pos:R:3:forces:R:3:lowdin_charge:R:1 method="wB97M-V/def2-TZVPD" gap_ev="7.09 / 6.95" relative_energy_kcal_mol=189.33
C 0.20524 0.28111 -0.01861 2.394 1.830 0.145 -0.26
C -0.45489 1.41446 -0.44986 0.126 -0.179 -0.069 -0.01
C 3.90422 -0.39188 0.17974 -0.139 -2.192 0.457 0.00
C 1.62948 0.45536 0.16603 -0.542 0.359 -0.095 -0.05
C 2.60847 -0.59677 0.29687 -1.525 -0.990 -0.039 -0.22
C -0.49029 -1.06788 -0.07525 0.418 3.500 -0.288 -0.10
C -0.14378 2.81358 -0.05021 -0.322 1.594 -1.703 -0.13
C -2.87689 -1.90650 -0.19411 3.076 -1.059 -1.887 0.01
N -1.89377 -0.83485 -0.00328 -1.733 -2.807 0.613 -0.14
N -2.35135 0.34769 0.17394 0.225 2.165 0.226 -0.10
O -3.55359 0.53519 0.14475 0.330 -0.101 0.179 -0.02
H 4.49836 -1.28401 0.28445 0.800 0.396 -0.041 0.06
H 4.22916 0.55988 0.01034 1.485 2.230 -0.495 0.03
H 2.13803 1.49984 0.04236 -1.392 -2.051 0.256 0.13
H 2.39105 -1.67004 0.49398 -0.727 0.894 -0.175 0.11
H -0.18892 -1.46674 -0.98585 -0.025 -1.055 -2.038 0.12
H -0.06837 -1.66375 0.64276 0.372 -1.697 2.253 0.10
H -0.37492 3.58117 -0.96411 0.454 -1.750 2.362 0.12
H 0.92023 2.99180 0.27525 -0.911 -0.348 -0.257 0.06
H -0.76324 3.07553 0.82824 0.072 0.034 -0.508 0.08
H -3.80076 -1.49695 -0.16858 -2.785 1.406 -0.773 0.04
H -2.59642 -2.46851 -1.09959 -0.506 0.658 -0.270 0.11
H -2.96705 -2.70773 0.47075 0.857 -0.841 2.145 0.07



# 5
23
Properties=species:S:1:pos:R:3:forces:R:3:lowdin_charge:R:1 method="wB97M-V/def2-TZVPD" gap_ev=10.08 relative_energy_kcal_mol=69.86
C -0.49176 -2.06808 0.90754 0.503 1.835 2.909 -0.19
C -1.30610 -1.68186 2.05019 0.942 -0.947 -1.563 -0.06
C -2.58838 -2.11315 2.01665 -1.531 -2.008 -0.678 -0.07
C -3.01889 -2.97713 0.92541 3.880 3.374 1.655 -0.04
C -2.10456 -3.16378 -0.07556 -1.931 -2.194 -1.485 -0.18
C 2.78571 3.51240 -1.86593 4.073 2.309 -3.308 -0.05
C 1.63862 2.69062 -1.64554 -2.769 -1.431 -1.106 -0.66
C 0.54961 0.99217 -0.09386 1.068 0.783 3.254 -0.08
H 0.55159 -1.80569 0.96066 0.292 -0.026 -0.064 0.06
H -0.93148 -1.21262 2.94990 0.364 0.218 -0.330 0.10
H -3.24115 -2.01332 2.88575 0.048 0.301 -0.323 0.10
H -3.95765 -3.33864 0.92088 -2.917 -1.403 -0.194 0.06
H -2.36218 -3.88675 -0.87586 -0.022 0.712 0.263 0.12
H 3.75720 2.92067 -1.78335 -1.091 0.979 0.636 0.09
H 2.77004 4.48636 -1.29697 0.197 -1.270 -0.297 0.10
H 2.88856 3.85474 -3.03558 -0.816 -0.829 2.859 0.14
H 2.74803 1.43410 -0.28791 -3.495 1.320 -1.452 0.19
H -0.24206 0.88943 -0.86751 0.655 -0.400 0.734 0.06
H 0.91451 -0.14969 0.60758 -1.094 4.162 -2.895 0.14
H 0.14725 1.80264 0.78856 0.792 -2.535 -2.342 0.12
N -0.86644 -2.71043 -0.14173 0.233 -0.315 -0.060 0.07
N 1.74093 1.71406 -0.71724 2.427 -2.749 2.928 -0.05
O 0.61861 2.82397 -2.32609 0.191 0.114 0.861 0.02



# 6
25
Properties=species:S:1:pos:R:3:forces:R:3:lowdin_charge:R:1 method="wB97M-V/def2-TZVPD" gap_ev=9.06 relative_energy_kcal_mol=99.67
C -3.02066 -1.19483 -0.69597 -2.962 -1.652 0.137 -0.09
C -1.55558 -1.28096 -1.01945 1.859 0.693 1.212 -0.34
C -0.91847 -1.76143 -2.13496 0.917 0.643 -2.243 -0.06
C 0.43743 -1.28861 -2.16361 -2.842 1.449 4.571 -0.05
C -0.51103 -0.20009 1.14736 -0.860 -0.528 -3.162 -0.18
C -0.70214 1.27745 1.19298 -0.385 2.069 2.443 -0.48
C 2.07985 1.62458 1.45135 -2.037 -1.505 0.444 -0.35
C 3.30134 1.47608 0.56995 3.678 -0.781 1.047 -0.59
H -3.59581 -2.41165 -0.32609 1.999 3.834 -1.299 0.16
H -3.42692 -0.94850 -1.86569 0.217 -0.392 3.828 0.13
H -3.38657 -0.43866 0.25724 1.243 -1.962 -3.294 0.12
H -1.36593 -2.09642 -3.06798 -0.230 -0.403 0.538 0.10
H 1.20078 -1.37141 -2.85799 1.151 -0.176 -1.167 0.08
H -1.32168 -0.71966 1.61764 -0.166 -0.549 0.439 0.11
H 0.47641 -0.51912 1.47110 -0.387 -0.106 0.389 0.09
H -0.43928 1.64767 2.23380 -0.897 -0.680 -0.696 0.08
H -1.77611 1.75764 0.99209 2.547 -1.324 -0.139 0.14
H 2.19391 2.37103 2.23777 0.143 -0.182 -0.137 0.09
H 1.69075 0.57754 1.88778 1.820 2.352 -0.617 0.12
H 2.22786 0.18906 -0.42665 1.844 0.117 -0.006 0.07
N 0.62260 -0.55554 -0.99380 0.400 -2.565 -2.234 -0.01
N -0.52268 -0.63032 -0.33377 -1.541 -0.038 1.585 -0.13
O 3.23618 0.43358 -0.27938 -2.318 0.574 -0.172 0.03
O 4.39105 2.04171 0.77242 -3.243 -0.863 -0.533 0.06
S 0.68469 2.02086 0.33387 0.048 1.975 -0.934 0.88



# 7
25
Properties=species:S:1:pos:R:3:forces:R:3:lowdin_charge:R:1 method="wB97M-V/def2-TZVPD" gap_ev=3.82 relative_energy_kcal_mol=188.28
C -1.44056 -2.04752 -0.45503 0.283 -0.053 0.362 -0.23
C -0.17739 0.18138 -1.84216 -2.451 3.977 0.807 -0.45
C -0.89525 1.02235 -2.89519 -2.607 -1.591 0.887 0.01
C 1.60501 -0.35750 0.79376 1.433 0.116 -4.531 -0.04
C -0.42475 0.03616 1.95591 -0.899 -0.415 1.331 -0.03
C -0.39393 0.60507 -0.38579 2.128 -2.599 -0.770 -0.07
C -0.30673 -1.81451 0.22739 1.714 0.288 2.584 0.08
C 0.11058 -0.43493 0.63579 -0.319 -0.127 -1.409 -0.57
N -2.44240 -2.13299 -0.98279 -2.564 -0.296 -1.568 0.25
N -1.56180 -4.97679 2.64547 -0.036 -0.908 0.701 -0.26
O -0.70091 -4.11587 2.49474 -1.027 0.368 -0.969 -0.03
O 0.39410 -0.78888 -2.12596 2.438 -3.566 -0.866 0.13
O -2.61649 -5.18320 2.09121 1.244 1.203 -0.150 0.00
H -1.89664 1.41292 -2.41554 2.320 0.191 -1.264 0.13
H -1.23365 0.28477 -3.63424 -0.237 -0.268 0.303 0.09
H -0.26160 1.55893 -3.56098 0.456 1.536 0.258 0.07
H 1.95569 -0.90920 1.59301 0.697 -1.476 1.578 0.06
H 2.10925 -0.73747 -0.23204 -0.866 0.854 2.478 0.15
H 1.93949 0.66771 0.96216 -0.157 0.055 -0.119 0.09
H -1.53951 0.02918 1.97057 0.794 0.095 0.213 0.11
H -0.02632 1.06877 2.03865 -0.451 -0.576 0.501 0.11
H -0.01864 -0.64177 2.74745 -0.518 0.824 -0.330 0.11
H 0.19017 1.41930 -0.12228 0.981 2.156 -0.102 0.11
H -1.37250 0.84966 -0.22432 -2.723 0.583 0.324 0.10
H 0.19895 -2.65527 0.67221 0.368 -0.373 -0.250 0.11



# 8
27
Properties=species:S:1:pos:R:3:forces:R:3:lowdin_charge:R:1 method="wB97M-V/def2-TZVPD" gap_ev=9.52 smiles="CC[C@](C(N)=O)(c1nccs1)S(C)(=O)=O" relative_energy_kcal_mol=0.00
C -3.07839 -0.27892 -1.21545 -0.709 0.182 1.241 -0.21
C -3.55048 -0.00168 0.03599 -2.984 -1.005 -0.966 -0.46
C -1.18792 0.04089 -0.18374 0.415 0.469 1.381 -0.53
C 1.20889 0.30198 -1.15066 -0.877 -0.547 -1.639 -0.56
C 0.23097 2.56844 1.22219 0.432 -1.077 0.264 -0.07
C 2.39528 -1.96856 0.70303 -1.335 0.345 -4.220 -0.09
C 0.65445 1.02913 1.28276 1.299 1.600 0.475 -0.19
C 0.31100 0.17064 0.05507 -1.689 -1.111 1.334 -0.34
N -1.71791 -0.20490 -1.32456 -0.944 -0.197 -0.609 0.04
N 0.68728 0.33928 -2.40578 1.526 -0.386 -1.554 0.17
O 2.38247 0.14901 -0.96315 2.081 0.961 0.433 0.04
O -0.24699 -2.12930 1.52957 1.272 0.813 -1.191 -0.36
O 0.33307 -2.29744 -0.87231 -0.264 -0.955 -1.436 -0.30
S -2.36150 0.05981 1.17212 2.058 1.098 -0.083 1.10
S 0.58756 -1.71105 0.39032 0.371 -0.098 3.400 0.70
H -3.81241 -0.69610 -1.87987 0.535 0.332 -1.135 0.11
H -4.65815 -0.03405 0.25017 1.600 -0.006 0.059 0.10
H 0.92791 3.17680 0.62624 -0.158 -0.401 0.189 0.08
H -0.74645 2.71949 0.84735 -1.105 -0.024 -0.717 0.04
H 0.16407 2.98557 2.22510 0.425 -0.107 0.153 0.07
H 2.62491 -1.84364 -0.43297 0.399 -0.469 2.241 0.09
H 2.90997 -1.20706 1.20726 0.304 0.981 0.955 0.04
H 2.63015 -2.96452 0.98627 -0.316 -0.826 0.575 0.05
H 0.42413 0.56430 2.28351 -0.289 0.258 -1.277 0.13
H 1.74815 1.17505 1.29558 -0.199 -0.777 -0.005 0.11
H -0.25780 -0.02933 -2.48759 -0.015 0.256 -0.153 0.06
H 1.39774 0.08617 -3.19644 -1.834 0.691 2.285 0.17



| no. | molecular weight (g mol⁻¹) | E_tot (a.u.) | F_max (eV/Å) |
| --- | --- | --- | --- |
| 1 | 396.5 | -1363.309661 | 0.23 |
| 2 | 122.2 | -366.341868 | 3.66 |
| 3 | 152.2 | -496.706941 | 3.76 |
| 4 | 152.2 | -496.490846 | 3.76 |
| 5 | 152.2 | -496.681241 | 5.73 |
| 6 | 200.3 | -970.089034 | 5.57 |
| 7 | 184.2 | -646.969313 | 4.75 |
| 8 | 248.3 | -1443.594201 | 4.44 |